{
  "formula": "C12H19Cl3O2Sn",
  "method": "ωB97M-V/def2-TZVPD",
  "e_homo_ev": [0.69, 0.69],
  "charge": -2,
  "gap_ev": [4.4, 4.6],
  "elements": ["C", "C", "C", "C", "C", "C", "C", "C", "C", "C", "Sn", "Cl", "Cl", "Cl", "H", "H", "H", "H", "H", "H", "H", "H", "H", "H", "H", "H", "H", "H", "H", "O", "H", "C", "C", "O", "H", "H", "H"],
  "positions_angstrom": [[-0.49411, 0.68522, -2.66163], [-1.36150, -0.42859, -2.52771], [-0.56761, -1.57233, -2.24007], [-2.81677, -0.43130, -2.72814], [0.79737, -1.18311, -2.23734], [0.84944, 0.20521, -2.53569], [2.07574, 1.01555, -2.71166], [-0.91505, 2.06834, -2.93011], [-1.08647, -2.94192, -2.05784], [1.95239, -2.09243, -2.04808], [-0.20367, 1.51044, 1.15073], [-2.52213, 1.06255, 0.37979], [-0.66482, 2.81047, 3.06479], [0.74337, -0.65905, 1.26673], [-3.22425, 0.54249, -2.45076], [-3.28050, -1.20910, -2.11125], [-3.07372, -0.63184, -3.77914], [-1.84613, -2.94989, -1.26017], [-0.27588, -3.63244, -1.79078], [-1.55937, -3.31661, -2.98009], [1.75056, -2.84879, -1.27902], [2.83692, -1.52719, -1.73700], [2.20209, -2.61998, -2.98199], [2.94203, 0.36716, -2.90718], [2.29890, 1.66191, -1.83322], [1.95634, 1.68184, -3.57894], [-1.72102, 2.39681, -2.25775], [-1.33300, 2.17153, -3.94267], [-0.06253, 2.74902, -2.82446], [1.16176, 2.44410, 0.07513], [1.98621, 2.38950, 0.63415], [1.27549, 0.56099, 4.19376], [1.68816, 1.31859, 3.05860], [2.62507, 1.86842, 2.56948], [0.38455, 1.01759, 4.66756], [2.08597, 0.52106, 4.94013], [1.03206, -0.47933, 3.89541]]
}

***

{
  "formula": "C12H19ClF9O6PS2",
  "method": "ωB97M-V/def2-TZVPD",
  "e_homo_ev": -10.08,
  "relative_energy_kj_mol": 0.0,
  "smiles": "CCCC[C@@]1(CCC(F)(F)C(F)(F)S(F)(F)(F)(F)F)OS(=O)(=O)O[C@@]1(COC)P(O)Cl",
  "gap_ev": 10.3,
  "elements": ["C", "C", "C", "C", "C", "C", "C", "C", "F", "F", "C", "F", "F", "S", "F", "F", "F", "F", "F", "O", "S", "O", "O", "O", "C", "C", "O", "C", "P", "O", "Cl", "H", "H", "H", "H", "H", "H", "H", "H", "H", "H", "H", "H", "H", "H", "H", "H", "H", "H", "H"],
  "positions_angstrom": [[5.62660, 0.29190, 0.63932], [4.59722, 1.15144, -0.08120], [3.28192, 1.22292, 0.71899], [2.00306, 1.45801, -0.10322], [0.95204, 0.31410, -0.37522], [-0.35267, 1.07368, -0.61428], [-1.43351, 0.44899, -1.48845], [-2.69164, 0.00847, -0.73003], [-2.39915, -0.34908, 0.54805], [-3.26319, -1.05144, -1.36717], [-3.74484, 1.15791, -0.73343], [-3.13867, 2.36797, -0.54424], [-4.32095, 1.16453, -1.97299], [-5.12638, 0.99961, 0.57692], [-5.36874, 2.56615, 0.53918], [-4.03868, 1.18333, 1.70714], [-4.94353, -0.56940, 0.60971], [-6.26104, 0.82467, -0.51878], [-6.21786, 0.87268, 1.70119], [1.36459, -0.28990, -1.65186], [2.40803, -1.46488, -1.39641], [3.73384, -1.16901, -1.79333], [1.84362, -2.65757, -1.92733], [2.32207, -1.40336, 0.19881], [0.99364, -0.88573, 0.55567], [0.05693, -2.10615, 0.31933], [-0.92848, -1.89449, -0.66947], [-1.98597, -2.81859, -0.51856], [0.82683, -0.64292, 2.44100], [-0.77811, -0.75287, 2.60205], [1.00043, 1.39405, 2.76754], [5.49724, 0.42433, 1.71179], [5.51969, -0.76689, 0.43166], [6.64470, 0.60070, 0.43244], [4.99895, 2.16134, -0.11641], [4.43733, 0.84850, -1.10538], [3.22683, 0.38528, 1.40208], [3.40089, 2.08159, 1.37400], [2.27501, 1.83086, -1.08203], [1.45596, 2.23478, 0.41090], [-0.72420, 1.41613, 0.34539], [-0.04857, 1.97286, -1.13427], [-1.07698, -0.36981, -2.09640], [-1.77268, 1.19577, -2.19892], [0.65732, -2.95942, 0.02623], [-0.43991, -2.42046, 1.23752], [-2.67711, -2.67981, -1.33833], [-2.53526, -2.62079, 0.40189], [-1.60502, -3.83797, -0.51835], [-1.25162, 0.05799, 2.37727]]
}

***

{
  "formula": "C12H19F3I2N2O3",
  "method": "ωB97M-V/def2-TZVPD",
  "e_homo_ev": -8.86,
  "smiles": "CNC[C@]1(C[C@@H](O)C(F)(F)F)[C@H](I)NC(=O)[C@H]1I.CC(C)=O",
  "gap_ev": 8.9,
  "elements": ["C", "N", "C", "C", "C", "C", "O", "C", "F", "F", "F", "C", "I", "N", "C", "O", "C", "I", "H", "H", "H", "H", "H", "H", "H", "H", "H", "H", "H", "H", "H", "C", "C", "O", "C", "H", "H", "H", "H", "H", "H"],
  "positions_angstrom": [[3.64916, -2.19000, 2.32402], [2.26628, -1.88422, 1.86644], [2.19912, -1.39372, 0.46327], [1.11362, -0.22207, 0.33989], [-0.33295, -0.51147, -0.26850], [-1.22484, -1.58048, 0.50241], [-0.54326, -2.77810, 0.92530], [-2.02880, -1.02281, 1.76395], [-1.75318, 0.29791, 2.11022], [-1.88955, -1.91838, 2.84640], [-3.42187, -1.05394, 1.45459], [1.79285, 0.70869, -0.82251], [2.34751, -0.30162, -2.71709], [2.92261, 1.40409, -0.10274], [2.87351, 1.18252, 1.35075], [3.75980, 1.26019, 2.20755], [1.29954, 0.83267, 1.54518], [0.42419, 2.83456, 1.38769], [4.47300, -1.92533, 1.59062], [3.78103, -3.31014, 2.55619], [3.90910, -1.64920, 3.30489], [1.73806, -2.75702, 1.99658], [1.78904, -2.26872, -0.16413], [3.21591, -1.15395, 0.02892], [-0.91341, 0.48017, -0.23628], [-0.33841, -0.81135, -1.37350], [-2.02820, -1.92671, -0.24531], [-0.36692, -3.29314, 0.11117], [1.13860, 1.54892, -1.25020], [3.85320, 1.18067, -0.47387], [0.96561, 0.43271, 2.54949], [-3.90297, 1.21066, -3.30232], [-2.92268, 1.93224, -2.41662], [-1.84400, 1.44346, -2.13802], [-3.32853, 3.28198, -1.88881], [-3.47771, 0.25274, -3.60775], [-4.82988, 1.02409, -2.75613], [-4.10417, 1.80514, -4.19576], [-4.22995, 3.18726, -1.27988], [-3.50424, 3.96853, -2.71956], [-2.52621, 3.68319, -1.26656]]
}

***

{
  "formula": "C12H19F5O9S",
  "method": "ωB97M-V/def2-TZVPD",
  "e_homo_ev": -9.48,
  "smiles": "C[C@@H](O)COOC(=O)OS(=O)(=O)C(F)(F)C(F)(F)F.CC(C)=O.CC(C)=O",
  "gap_ev": 9.5,
  "elements": ["C", "C", "O", "C", "O", "O", "C", "O", "O", "S", "O", "O", "C", "F", "F", "C", "F", "F", "F", "H", "H", "H", "H", "H", "H", "H", "C", "C", "O", "C", "H", "H", "H", "H", "H", "H", "C", "C", "O", "C", "H", "H", "H", "H", "H", "H"],
  "positions_angstrom": [[0.92218, -0.11128, 1.92166], [0.65709, 1.34179, 1.48591], [1.31435, 1.65387, 0.26395], [-0.85166, 1.61284, 1.39319], [-1.05530, 2.95392, 1.84419], [-2.33798, 3.38924, 1.33489], [-3.27251, 3.09153, 2.27492], [-3.35380, 3.48253, 3.37428], [-4.19082, 2.17381, 1.71375], [-5.61886, 2.67683, 1.20367], [-5.72532, 2.42624, -0.19033], [-5.90082, 3.94469, 1.78019], [-6.64770, 1.41168, 2.07968], [-6.22197, 1.33584, 3.34246], [-7.90127, 1.86545, 2.05118], [-6.58869, -0.01143, 1.44461], [-6.94745, -0.91532, 2.34337], [-7.41064, -0.09008, 0.41360], [-5.35288, -0.28842, 1.04261], [1.09477, -0.18517, 2.99991], [0.08556, -0.76704, 1.65964], [1.81579, -0.47820, 1.40921], [1.07989, 2.03601, 2.21818], [1.01033, 1.03480, -0.41370], [-1.42354, 0.90880, 2.01182], [-1.17870, 1.52830, 0.34982], [5.39479, -3.53944, -0.57359], [4.37479, -2.59675, 0.01374], [3.48445, -2.12366, -0.65548], [4.51701, -2.26383, 1.47823], [5.18953, -3.69598, -1.62962], [6.39694, -3.12376, -0.45682], [5.36532, -4.49589, -0.04877], [5.48452, -1.79750, 1.67096], [4.45189, -3.16967, 2.08344], [3.72822, -1.57854, 1.77607], [2.32547, 0.32379, -5.16398], [3.12158, -0.89786, -4.76527], [4.19240, -1.14524, -5.26894], [2.51416, -1.78355, -3.70683], [2.86324, 0.88012, -5.92762], [1.34908, 0.02481, -5.54943], [2.16200, 0.96333, -4.29472], [1.54750, -2.16032, -4.04840], [2.35936, -1.22330, -2.78525], [3.17769, -2.61799, -3.50034]]
}

***

{
  "formula": "C12H19FNO5",
  "method": "ωB97M-V/def2-TZVPD",
  "e_homo_ev": -12.98,
  "relative_energy_kj_mol": 68.3,
  "charge": 1,
  "gap_ev": 8.3,
  "elements": ["O", "C", "C", "C", "C", "C", "C", "C", "C", "O", "C", "N", "H", "H", "H", "H", "H", "H", "H", "H", "H", "H", "H", "H", "H", "H", "H", "H", "C", "C", "O", "C", "O", "O", "F", "H", "H", "H"],
  "positions_angstrom": [[-2.01685, -1.76832, 0.45964], [-2.39775, -0.67105, 0.51322], [-2.20660, 0.18983, 1.75613], [-0.79647, 0.74458, 1.73904], [-0.39516, 1.91767, 0.86957], [1.11285, 1.91289, 1.21660], [1.95770, 3.09094, 0.73309], [2.72405, 2.71868, -0.53932], [4.07722, 3.48060, -0.59761], [5.16114, 2.60541, -0.34124], [0.92858, 1.79172, 2.71074], [-0.13687, 1.17384, 2.98917], [-2.91913, -0.19871, -0.33580], [-2.32419, -0.48583, 2.59420], [-2.94756, 0.98333, 1.74965], [-0.19214, -0.12163, 1.45389], [-0.69178, 1.90401, -0.17003], [-0.91518, 2.76479, 1.30941], [1.49410, 0.98087, 0.81370], [1.33631, 3.96142, 0.56689], [2.67075, 3.32597, 1.51438], [2.13680, 2.95203, -1.41932], [2.96754, 1.66374, -0.54244], [4.22207, 3.95275, -1.56127], [4.05683, 4.24210, 0.16592], [5.13330, 1.95068, -1.04910], [1.56852, 2.17717, 3.48669], [-0.46839, 1.02043, 3.93622], [-1.63960, -4.26078, -1.95505], [-3.00506, -4.19873, -2.59082], [-3.06998, -5.41605, -3.30324], [-2.27631, -6.31403, -2.63636], [-2.29687, -7.48287, -2.79845], [-1.46661, -5.66408, -1.75258], [-3.10425, -3.16411, -3.46526], [-0.86107, -3.89063, -2.62487], [-1.58673, -3.72057, -1.01399], [-3.83321, -4.14807, -1.88143]]
}

***

{
  "formula": "C12H19N2",
  "method": "ωB97M-V/def2-TZVPD",
  "e_homo_ev": -12.01,
  "relative_energy_kj_mol": 323.1,
  "smiles": "C[C@@H]1[C@@H](c2ccccc2)[C@H](CN)[N@H+]1C",
  "charge": 1,
  "gap_ev": 9.6,
  "elements": ["C", "C", "C", "C", "C", "C", "C", "C", "C", "C", "C", "C", "N", "N", "H", "H", "H", "H", "H", "H", "H", "H", "H", "H", "H", "H", "H", "H", "H", "H", "H", "H", "H"],
  "positions_angstrom": [[-4.53291, -0.23940, -0.44976], [-3.68236, 0.57622, -1.13919], [-4.08680, -1.12034, 0.52762], [-2.34554, 0.64140, -0.82316], [-2.73876, -1.05465, 0.86174], [-1.86374, -0.10331, 0.26633], [-0.44904, -0.30325, 0.53440], [0.59894, 1.15968, 0.71106], [0.48510, -0.43620, -0.70560], [1.21991, 1.45045, 2.07601], [1.88973, 1.33915, -1.56086], [1.12197, -1.86595, -0.82165], [1.50530, 0.58893, -0.34859], [2.19005, -2.00366, 0.23464], [-5.58452, -0.38169, -0.73828], [-3.92750, 1.12845, -2.06837], [-4.79072, -1.64712, 1.00261], [-1.67094, 1.17301, -1.47108], [-2.30717, -1.60540, 1.72569], [-0.33134, -0.86069, 1.40517], [0.05311, 2.09953, 0.15168], [0.01806, -0.13299, -1.63660], [0.44322, 1.93505, 2.78471], [2.02233, 2.21169, 1.84821], [1.80864, 0.68530, 2.63622], [2.55550, 2.11121, -1.20805], [2.43274, 0.62720, -2.25528], [1.09276, 1.81305, -2.12805], [1.60404, -1.87199, -1.77362], [0.35638, -2.45525, -0.65442], [1.75838, -2.31610, 1.11011], [2.19180, 0.01257, 0.12659], [2.81708, -2.77990, -0.05522]]
}

***

{
  "formula": "C12H19N2",
  "method": "ωB97M-V/def2-TZVPD",
  "e_homo_ev": -13.05,
  "relative_energy_kj_mol": 514.6,
  "smiles": "CC1=N/[C@@H]2C[C@@H]2C(C)(C)\\C=C/C(C)=[NH+]\\1",
  "charge": 1,
  "gap_ev": 8.1,
  "elements": ["C", "C", "C", "C", "C", "C", "C", "C", "C", "C", "C", "C", "N", "N", "H", "H", "H", "H", "H", "H", "H", "H", "H", "H", "H", "H", "H", "H", "H", "H", "H", "H", "H"],
  "positions_angstrom": [[0.37443, 1.24722, 0.74355], [-0.92660, 1.36842, 0.24740], [0.46589, -1.37918, -1.23886], [-1.26215, -1.46635, 0.31586], [1.93965, -1.61516, -1.39996], [1.47503, -0.22812, -1.09088], [1.64648, 0.56589, 0.25784], [-2.00311, 0.79890, -0.33605], [-1.98241, -2.01656, 1.46212], [2.06171, -0.42264, 1.41896], [2.63819, 1.77179, 0.11363], [-2.98715, 1.67844, -1.09274], [-0.13373, -1.86290, -0.01927], [-2.17386, -0.50641, -0.41559], [0.67608, 2.14128, 1.36897], [-1.30997, 2.27098, 0.64690], [-0.30381, -1.31055, -1.97307], [2.55577, -2.09168, -0.61720], [2.31029, -1.94742, -2.35385], [1.37544, 0.60171, -1.94367], [-3.16461, -1.96670, 1.48829], [-1.65702, -1.49829, 2.29086], [-1.65307, -3.08998, 1.52406], [2.22144, 0.10906, 2.32126], [2.98481, -0.97445, 1.01037], [1.23786, -1.19422, 1.58845], [3.77519, 1.48363, -0.11283], [2.66773, 2.28465, 1.03139], [2.15388, 2.50528, -0.68959], [-2.91061, 1.78769, -2.22779], [-2.99013, 2.66150, -0.61602], [-4.03757, 1.21908, -1.08954], [-3.06406, -0.92492, -0.61300]]
}

***

{
  "formula": "C12H19N2",
  "method": "ωB97M-V/def2-TZVPD",
  "e_homo_ev": [-9.27, -13.33],
  "relative_energy_kj_mol": 309.1,
  "multiplicity": 3,
  "s_squared": 2.0118,
  "charge": 1,
  "gap_ev": [6.4, 7.2],
  "elements": ["C", "C", "C", "C", "C", "C", "C", "C", "C", "C", "C", "C", "N", "N", "H", "H", "H", "H", "H", "H", "H", "H", "H", "H", "H", "H", "H", "H", "H", "H", "H", "H", "H"],
  "positions_angstrom": [[2.19318, -3.05704, 1.28895], [1.26456, -2.63322, 2.15496], [1.70768, -3.18801, -0.09639], [-0.16236, -2.43342, 1.68831], [1.14311, -0.01745, 0.07671], [1.40428, -2.17888, -0.89548], [-0.67445, -1.46599, 0.91440], [-2.45825, 2.91072, -1.24393], [2.91683, -0.27911, -1.52083], [-1.51180, 1.97652, -0.58192], [-2.01662, 1.19820, 0.61881], [-0.69959, 0.88807, 1.39553], [1.80324, -0.85370, -0.67030], [0.00747, -0.23201, 0.71010], [3.06869, -3.35815, 1.77370], [1.62939, -2.68244, 3.16828], [1.42909, -4.07884, -0.44760], [-0.78508, -3.25531, 2.04694], [1.56621, 1.08096, 0.10405], [0.94894, -2.50638, -1.89481], [-1.71154, -1.67342, 0.84999], [-3.31762, 2.28800, -1.41606], [-2.92873, 3.63812, -0.55966], [-2.20042, 3.40729, -2.12352], [3.46070, 0.51157, -1.05492], [3.60116, -1.16697, -1.64463], [2.49492, 0.25471, -2.26908], [-0.97672, 1.27039, -1.41042], [-0.76127, 2.72126, -0.37834], [-2.55004, 1.81295, 1.24784], [-2.53531, 0.42723, 0.23278], [-0.73769, 0.59401, 2.52086], [0.01962, 1.72388, 1.47085]]
}